(1)
C30H47AsF5GeLuN4S2 as an isolated structure at a distorted geometry. Source: OMol25; level of theory: ωB97M-V/def2-TZVPD.

Summary:
Max |F| (hartree/bohr): 0.09254
Charge: +2
Energy (eV): -224047.8528
HOMO energy (hartree): -0.4576
Energy above the lowest of the compared OMol25 structures with the same formula, charge and spin (eV): 1.545
LUMO (eV): -7.36
Spin multiplicity: 1

```
91
Properties=species:S:1:pos:R:3:mulliken_charge:R:1
Lu 1.233 1.675 -1.369 0.71
C 4.215 2.468 3.164 -0.64
C 4.180 0.896 3.003 -0.73
N 4.586 0.423 1.667 -0.17
C 3.806 0.633 0.573 0.41
S 1.988 0.440 0.965 -0.27
N 4.321 0.912 -0.600 -1.02
N 3.304 1.204 -1.574 0.86
C 3.765 1.518 -2.769 0.82
C 5.232 1.513 -2.990 -1.49
C 2.844 1.727 -3.876 0.72
C 3.251 1.704 -5.248 -0.77
C 2.326 1.817 -6.259 -0.38
C 0.974 1.867 -5.931 -0.47
C 0.620 1.679 -4.623 -0.20
N 1.502 1.810 -3.596 -0.39
H 5.250 2.717 3.475 0.39
H 3.507 2.810 4.010 0.10
H 3.914 3.040 2.280 0.19
H 3.193 0.501 3.169 0.26
H 4.829 0.447 3.729 0.49
H 5.574 0.549 1.442 0.31
H 5.479 2.109 -3.900 0.52
H 5.567 0.432 -3.037 0.30
H 5.625 1.941 -1.994 0.40
H 4.271 1.477 -5.500 0.37
H 2.649 1.923 -7.366 0.37
H 0.187 2.011 -6.682 0.42
H -0.453 1.697 -4.566 0.39
C -4.562 2.897 -1.861 -1.08
C -4.821 2.270 -0.562 -0.63
As -4.246 0.320 -0.358 0.25
C -4.653 0.274 1.642 -0.82
C -3.665 -0.477 2.493 -0.70
C -5.900 -0.843 -0.814 -0.61
C -6.021 -0.966 -2.281 -1.19
H -4.659 3.949 -1.744 0.42
H -5.300 2.561 -2.644 0.29
H -3.542 2.697 -2.191 0.14
H -5.898 2.270 -0.334 0.41
H -4.409 2.857 0.302 0.37
H -5.690 -0.046 1.775 0.54
H -4.546 1.317 1.847 0.37
H -3.196 0.130 3.246 0.25
H -2.811 -0.693 1.787 -0.09
H -4.064 -1.354 2.996 0.37
H -6.794 -0.420 -0.321 0.39
H -5.656 -1.788 -0.300 0.39
H -6.537 -0.122 -2.808 0.28
H -6.566 -1.862 -2.418 0.39
H -5.084 -1.042 -2.829 0.30
F -0.977 3.589 4.815 -0.25
C -0.356 3.589 3.674 -0.29
C 1.022 4.066 3.613 0.53
F 1.628 4.216 4.803 -0.32
C 1.570 4.321 2.413 0.00
F 2.565 5.310 2.257 -0.38
C 0.886 3.828 1.179 0.28
S 1.760 4.029 -0.485 -0.31
C -0.240 2.989 1.306 0.55
F -0.612 2.028 0.185 -0.20
C -0.868 2.961 2.525 0.09
F -1.694 1.859 2.571 0.11
C 0.146 -4.655 4.855 -1.23
C 0.155 -3.346 4.051 -0.58
C 0.140 -3.526 2.488 -1.09
C -0.048 -2.269 1.679 -0.05
Ge 1.483 -1.833 0.482 0.26
C 1.046 -1.837 -1.501 0.14
C -0.121 -2.837 -1.723 -0.69
C 0.359 -4.316 -1.731 -0.27
C -0.597 -5.347 -2.256 -1.21
H 0.525 -4.386 5.927 0.32
H 0.812 -5.393 4.455 0.35
H -0.852 -5.042 4.919 0.33
H 0.990 -2.701 4.281 0.34
H -0.628 -2.601 4.383 0.33
H -0.653 -4.255 2.140 0.37
H 1.003 -4.108 2.168 0.53
H -0.237 -1.376 2.350 0.43
H -0.884 -2.337 0.970 0.20
H 2.721 -2.652 0.636 0.04
H 1.932 -2.093 -2.059 0.55
H 0.708 -0.779 -1.782 -0.42
H -0.624 -2.696 -2.744 0.43
H -0.806 -2.634 -0.932 0.09
H 0.682 -4.485 -0.689 0.16
H 1.323 -4.354 -2.303 0.32
H -1.435 -5.436 -1.556 0.32
H -0.017 -6.324 -2.319 0.34
H -0.927 -5.034 -3.265 0.32
```

***

(2)
C30H47AuN4O4SSb as an isolated structure. Source: OMol25; level of theory: ωB97M-V/def2-TZVPD.

Summary:
⟨S²⟩: 3.76
Max |F| (hartree/bohr): 0.00883
Energy (eV): -67086.2343
HOMO energy (alpha / beta) (hartree): -0.2506 / -0.2947
LUMO (alpha / beta) (eV): 0.23 / -0.78
Spin multiplicity: 4

```
88
Properties=species:S:1:pos:R:3:mulliken_charge:R:1
Au -0.825 -1.347 0.301 0.86
O -2.104 0.440 0.357 0.20
N -3.333 0.259 0.846 0.08
C -4.058 1.389 1.023 -0.32
C -5.319 1.350 1.542 -1.05
C -5.862 0.110 1.890 -0.28
C -5.123 -1.025 1.684 -0.81
C -3.828 -0.966 1.138 0.69
S -2.921 -2.391 0.829 -0.67
H -3.549 2.290 0.715 0.59
H -5.866 2.271 1.675 0.43
H -6.856 0.044 2.313 0.37
H -5.506 -2.006 1.929 0.46
C 3.877 -0.639 -0.843 -0.30
C 3.496 -0.744 0.486 -1.02
C 2.153 -0.663 0.804 -0.35
N 1.209 -0.470 -0.125 0.72
C 1.578 -0.371 -1.407 -0.16
C 2.899 -0.445 -1.805 -0.90
H 4.919 -0.716 -1.125 0.48
H 4.222 -0.899 1.272 0.54
H 1.813 -0.768 1.825 0.40
H 0.781 -0.217 -2.123 0.10
H 3.149 -0.360 -2.854 0.45
C 2.201 3.397 -1.159 -1.41
C 1.877 3.797 0.280 1.50
C 1.618 5.301 0.335 -1.52
C 3.049 3.416 1.181 -1.56
Sb 0.004 2.690 0.741 0.30
C -1.602 2.863 -2.770 0.93
C -0.745 1.860 -3.462 -1.01
C -2.939 2.434 -2.275 -0.72
C -1.305 4.318 -2.878 -1.35
C -0.040 2.720 2.962 1.49
C -1.451 2.273 3.340 -1.74
C 0.206 4.130 3.488 -1.79
C 0.966 1.736 3.554 -1.40
H 3.061 3.971 -1.527 0.54
H 1.358 3.592 -1.829 -0.09
H 2.452 2.334 -1.234 0.30
H 2.510 5.847 -0.002 0.46
H 1.381 5.643 1.344 0.29
H 0.790 5.587 -0.320 0.28
H 3.970 3.896 0.821 0.46
H 3.220 2.335 1.181 0.18
H 2.897 3.738 2.211 0.31
H -0.860 0.871 -3.008 0.07
H 0.311 2.144 -3.436 0.30
H -1.017 1.749 -4.525 0.43
H -2.870 1.488 -1.730 -0.08
H -3.649 2.277 -3.103 0.39
H -3.377 3.187 -1.615 0.28
H -0.271 4.501 -3.177 0.33
H -1.484 4.828 -1.925 0.20
H -1.951 4.813 -3.620 0.41
H -2.210 2.952 2.940 0.41
H -1.560 2.258 4.432 0.48
H -1.662 1.266 2.969 0.23
H -0.498 4.849 3.061 0.37
H 1.217 4.476 3.273 0.31
H 0.078 4.147 4.579 0.47
H 0.717 0.709 3.273 0.19
H 0.937 1.789 4.651 0.49
H 1.989 1.942 3.239 0.27
C 2.982 -4.389 -2.022 -0.93
C 1.748 -5.230 -2.340 -1.49
C 0.697 -5.205 -1.219 2.63
C -0.535 -6.035 -1.646 -1.44
C -1.642 -6.080 -0.595 -1.00
C 1.298 -5.862 0.009 -0.04
O 1.754 -6.985 -0.016 -0.65
N 1.301 -5.126 1.166 0.09
C 0.848 -3.816 1.332 -0.02
O 0.977 -3.272 2.412 -0.70
N 0.286 -3.207 0.248 0.10
C 0.227 -3.771 -0.994 -0.15
O -0.221 -3.139 -1.939 -0.71
H 3.706 -4.444 -2.835 0.54
H 3.477 -4.741 -1.112 0.27
H 2.712 -3.341 -1.881 0.02
H 2.036 -6.270 -2.493 0.45
H 1.268 -4.864 -3.247 0.47
H -0.184 -7.045 -1.864 0.47
H -0.913 -5.590 -2.566 0.45
H -1.299 -6.558 0.325 0.27
H -2.495 -6.648 -0.967 0.49
H -1.998 -5.077 -0.349 0.07
H 1.709 -5.556 1.983 0.28
```

***

Question: Number 1 is which compound?
Answer: C30H47AsF5GeLuN4S2

***

Question: What is the formula in the second record?
Answer: C30H47AuN4O4SSb

***

Question: Number 2 is which compound?
Answer: C30H47AuN4O4SSb

***

Question: Which formula does entry 1 have?
Answer: C30H47AsF5GeLuN4S2